[1]
Computed, not measured: C31H9Br4CdF7N7O2S as an isolated structure at a distorted geometry, with ωB97M-V/def2-TZVPD.

```
62
Properties=species:S:1:pos:R:3
Br -1.83 -3.29 3.15
C 1.32 5.17 -3.52
F 1.03 2.87 -0.70
C -2.66 -4.67 -0.70
F 0.98 5.31 -4.81
C -1.51 -2.51 -0.96
C -0.67 2.17 -2.51
H 0.50 2.60 4.38
C -0.62 3.24 -4.62
H -1.68 3.69 4.32
C 4.42 0.68 4.67
C 3.42 8.41 -1.61
C -0.10 3.14 -3.32
C 2.09 6.15 -2.94
H 4.13 1.45 5.36
H 2.11 1.62 4.25
C -2.14 -3.67 -1.49
N -1.12 3.29 -5.65
Br -3.53 -6.15 -1.48
H 7.01 -1.38 3.98
C 1.46 0.79 2.48
C 0.84 4.05 -2.79
N 2.28 0.89 3.58
C -1.41 -2.42 0.52
F 1.61 0.36 -2.97
H 6.33 0.37 5.59
C 0.24 1.62 2.45
C 2.49 6.12 -1.58
C -1.95 -3.49 1.27
C -1.70 2.12 1.34
F 2.46 7.19 -3.71
N -0.54 1.50 1.37
O -1.06 -1.58 -1.67
H -2.29 1.98 0.44
C 1.34 3.96 -1.46
C -1.36 3.08 3.49
Br -2.28 -3.73 -3.37
C 3.94 -0.69 2.76
C 3.18 7.18 -0.97
F 2.47 4.78 0.40
H -3.16 3.35 2.33
C 3.54 0.30 3.67
N 4.03 7.20 1.43
C 6.05 -0.90 3.89
Br -3.30 -5.94 1.78
C 1.78 -0.15 -1.71
C -2.56 -4.58 0.70
C 5.66 0.07 4.79
F 2.16 -1.45 -1.89
C 2.11 4.94 -0.89
C 5.19 -1.27 2.86
C 3.63 7.16 0.35
C -2.18 2.90 2.38
F 2.93 0.47 -1.27
N 3.60 9.45 -2.06
N -1.20 1.44 -1.79
N 1.64 -0.03 1.52
O -0.87 -1.42 1.05
S 2.83 -1.17 1.45
Cd 0.06 0.08 -0.44
H 5.48 -2.03 2.15
C -0.13 2.45 3.52
```

Total charge = -1
Orbital gap (spin up / spin down) = 5.50 / 5.52 eV
2S+1 = 1
E = -13281.589326 hartree
Energy relative to the best compared isomer or geometry (same formula, charge and spin) = 180.4 kJ/mol

[2]
Computed, not measured: C37H67F4N2OPPtSi2 as an isolated structure at a distorted geometry, with ωB97M-V/def2-TZVPD.

```
115
Properties=species:S:1:pos:R:3
H -1.81 -5.89 -1.04
C -0.89 -0.04 -4.18
H 1.10 -0.56 -4.84
C -2.22 5.62 0.71
H 0.67 2.66 -2.86
H -5.19 0.45 0.15
H 5.27 2.74 -0.59
H 5.63 -1.68 1.37
C 0.81 0.58 -2.39
H 4.09 0.53 -1.91
H 0.69 -2.33 2.75
H 4.53 4.33 -0.73
Pt 0.63 0.80 1.19
C 2.64 -1.83 0.05
C 0.78 -4.02 -2.16
C 4.69 0.00 -1.18
H -6.73 -0.89 -0.94
P -1.31 -1.00 -1.47
H -6.18 -2.37 -0.17
C 1.80 4.15 0.75
H 1.46 -0.27 -2.60
C -1.71 -3.74 -1.19
H -0.28 -3.50 -3.95
H -1.21 1.16 -2.42
H 0.91 0.82 -1.31
C 0.06 -5.36 -2.00
H -1.39 -1.01 4.85
H -2.77 -3.67 -0.92
Si 3.73 -0.31 0.44
H -3.55 -0.93 -3.21
H -1.26 1.99 4.39
H 0.53 -2.15 -3.16
H 3.82 2.96 -1.56
C -1.37 -2.70 -2.25
C -5.02 -0.61 0.34
C -3.04 -0.41 -1.16
F -2.18 4.45 -1.34
C -3.54 -0.90 0.21
H -1.99 -5.26 -2.67
H -3.36 -1.97 0.32
F -1.22 4.53 4.03
C 2.74 1.12 1.23
H 5.76 -0.01 1.88
H 1.11 3.84 -0.02
H -1.99 -0.04 3.50
C -1.96 5.56 2.07
H -4.48 -2.73 -1.75
H 1.78 -1.91 0.71
H 1.95 -1.15 3.07
H 1.25 4.23 1.68
H -1.22 -1.06 -4.34
H 0.97 -3.58 -1.19
C 0.46 0.69 4.16
N -0.57 2.13 2.43
H -2.97 -0.38 0.98
C -1.32 -0.86 3.76
H 1.51 0.86 3.93
H -5.36 -0.82 1.36
H 5.59 0.58 -1.01
C 1.23 1.79 -3.21
H 0.36 0.51 5.24
F -1.17 2.25 -0.18
C 4.29 3.49 2.41
H 3.70 3.46 3.32
H 2.05 -2.90 4.74
C -1.82 -2.12 3.06
C -5.84 -1.45 -0.65
C 5.06 -0.83 1.72
H 0.51 -5.91 -1.17
H 1.56 -1.41 5.54
N 0.03 -0.46 3.38
H 3.21 -2.76 0.12
C -1.44 -5.14 -1.74
C -0.31 1.98 3.84
H -2.19 -2.67 -2.98
H -1.13 -3.56 -0.29
C 4.32 3.26 -0.65
H 4.63 -1.09 2.68
H 1.88 1.71 -5.29
H 2.26 -1.75 -0.96
H -1.60 -2.05 2.00
H 2.16 5.15 0.50
H -4.64 0.22 -2.45
H 0.36 -2.67 5.20
H -5.72 -1.97 -2.75
C -5.03 -1.80 -1.91
C 0.36 0.22 -5.02
H 0.26 2.35 -5.07
H 2.90 0.99 2.31
C 1.25 -2.17 4.82
C -1.11 3.26 1.97
C -0.65 0.26 -2.69
H 4.98 -0.95 -1.62
C -1.44 3.34 0.59
H -1.36 -3.02 3.45
H -2.60 6.51 0.25
H 1.74 -4.18 -2.65
H 0.30 2.80 4.23
C 0.96 1.59 -4.72
C -1.44 4.44 2.69
H -2.91 0.67 -1.07
H 4.65 4.51 2.28
C -4.06 -0.68 -2.27
F -2.24 6.65 2.82
H 5.16 2.85 2.55
O -0.53 -1.01 -0.20
H 2.28 2.00 -3.04
H -2.89 -2.21 3.19
C -0.06 -3.05 -2.98
C -1.94 4.47 -0.01
H 0.09 0.17 -6.08
H 0.19 -5.97 -2.90
C 1.01 -1.55 3.44
H -1.69 0.62 -4.55
Si 3.25 2.93 0.90
```

Orbital gap (spin up / spin down) = 6.31 / 6.32 eV
2S+1 = 1
E = -3073.919073 hartree
Energy relative to the best compared isomer or geometry (same formula, charge and spin) = 84.2 kJ/mol

[3]
Computed, not measured: a 2-piece molecular cluster, C4H7NO overall at a distorted geometry, with ωB97M-V/def2-TZVPD.

```
13
Properties=species:S:1:pos:R:3
H 3.53 1.94 0.43
H -1.96 -2.31 -0.88
C -2.07 -0.10 -0.40
H -1.19 1.67 0.57
C -1.08 0.70 0.10
H 1.01 0.39 0.26
O 2.71 1.46 0.61
H 0.67 -1.97 -0.42
H 3.02 0.71 1.12
N 0.10 0.02 0.06
C -0.15 -1.28 -0.31
H -3.12 0.12 -0.45
C -1.47 -1.36 -0.68
```

Orbital gap = 8.49 eV
2S+1 = 1
E = -286.596866 hartree
Energy relative to the best compared isomer or geometry (same formula, charge and spin) = 91.3 kJ/mol